(1)
C19H35Cl32GaNO | the ωB97M-V functional and the def2-TZVPD basis

```
! wB97M-V def2-TZVPD RIJCOSX def2/J DEFGRID3
* xyz -1 1
C 1.160 -0.960 3.596
C -0.025 -1.044 3.351
Ga -2.018 -0.848 2.983
N -2.474 0.949 3.748
C -1.576 1.733 3.603
O -0.678 2.489 3.456
H 2.152 -0.573 3.598
H -2.905 -1.932 3.729
H -2.301 -0.737 1.450
C -0.618 -5.062 1.876
Cl -0.393 -3.473 2.626
Cl -1.688 -4.997 0.454
H 0.347 -5.440 1.556
H -1.058 -5.737 2.599
C -2.713 0.454 -1.032
Cl -2.295 1.124 -2.623
Cl -2.762 -1.303 -1.038
H -1.955 0.762 -0.321
H -3.683 0.834 -0.732
C 0.983 2.448 -4.767
Cl -0.723 2.855 -4.975
Cl 1.384 0.892 -5.525
H 1.580 3.221 -5.224
H 1.201 2.384 -3.706
C -3.432 5.640 -5.153
Cl -2.937 6.390 -6.679
Cl -3.578 3.890 -5.292
H -2.684 5.864 -4.400
H -4.393 6.047 -4.863
C 3.931 -0.515 0.040
Cl 2.817 -0.779 1.381
Cl 5.298 0.531 0.481
H 4.321 -1.471 -0.291
H 3.391 -0.032 -0.767
C 1.629 5.722 -2.910
Cl 0.523 4.689 -2.003
Cl 1.572 5.399 -4.656
H 1.351 6.756 -2.746
H 2.639 5.543 -2.559
C 5.583 4.170 -1.413
Cl 5.617 5.883 -0.966
Cl 4.387 3.848 -2.679
H 6.561 3.890 -1.781
H 5.324 3.585 -0.539
C -6.334 -1.182 1.294
Cl -7.625 -1.471 2.481
Cl -4.985 -0.303 1.999
H -5.978 -2.140 0.933
H -6.747 -0.601 0.477
C 0.410 -8.604 4.202
Cl 0.541 -6.995 4.925
Cl -0.644 -8.613 2.783
H 1.398 -8.927 3.900
H 0.000 -9.284 4.939
C 7.481 1.510 -4.098
Cl 6.449 1.273 -2.686
Cl 8.825 2.602 -3.735
H 7.879 0.552 -4.407
H 6.886 1.945 -4.893
C -4.824 -1.929 -4.030
Cl -5.333 -2.132 -5.714
Cl -6.182 -1.505 -2.980
H -4.397 -2.861 -3.680
H -4.089 -1.135 -3.979
C -8.949 2.196 3.083
Cl -8.067 2.127 1.562
Cl -8.914 3.820 3.792
H -9.981 1.921 2.905
H -8.489 1.505 3.779
C 3.880 -4.703 4.291
Cl 4.053 -3.121 5.057
Cl 2.828 -4.644 2.875
H 4.861 -5.045 3.981
H 3.450 -5.392 5.009
C -0.261 -12.467 2.255
Cl -1.518 -12.762 3.460
Cl 1.122 -11.612 2.945
H 0.080 -13.419 1.868
H -0.677 -11.860 1.460
C -5.991 6.182 3.718
Cl -5.123 6.122 2.183
Cl -5.951 7.804 4.431
H -7.023 5.906 3.544
H -5.527 5.487 4.408
C 11.431 5.831 -3.024
Cl 11.668 4.140 -3.485
Cl 9.720 6.231 -2.839
H 11.930 6.004 -2.079
H 11.854 6.462 -3.796
*
```

Computed properties:
**Frontier orbital gap**: 7.17 eV
**HOMO level**: -0.205 hartree
**Lowest unoccupied orbital energy**: 1.580 eV



(2)
C4H4O5 | the ωB97M-V functional and the def2-TZVPD basis

```
! wB97M-V def2-TZVPD RIJCOSX def2/J DEFGRID3
* xyz 0 1
O 2.213 -1.413 0.214
C 1.050 -0.765 -0.102
O -0.034 -1.543 0.014
C -1.135 -0.722 -0.033
O -2.311 -1.379 0.000
C -0.764 0.597 -0.010
O -1.545 1.671 0.087
C 0.723 0.576 -0.135
O 1.484 1.709 -0.039
H 2.952 -0.971 -0.239
H -2.962 -0.812 -0.487
H -2.096 1.563 0.843
H 2.425 1.490 -0.113
*
```

Computed properties:
**Relative energy (zero: lowest compared OMol25 entry of this formula, charge and spin)**: 188.84 kJ/mol
**Frontier orbital gap**: 7.80 eV
**HOMO level**: -0.278 hartree
**SMILES**: Oc1oc(O)c(O)c1O
**Lowest unoccupied orbital energy**: 0.243 eV



(3)
C79H93CaGeN2O6Si | the ωB97M-V functional and the def2-TZVPD basis

```
! wB97M-V def2-TZVPD RIJCOSX def2/J DEFGRID3
* xyz -2 2
Ca 0.126 -0.247 -0.343
C -1.503 -2.827 1.104
N -2.862 -2.436 1.425
C -3.703 -3.599 1.607
C -2.903 -1.592 2.601
C -1.908 -0.428 2.640
N -1.840 0.511 1.521
C -3.136 0.726 0.895
C -3.098 1.461 -0.410
C -3.818 2.623 -0.577
C -3.974 3.210 -1.825
C -3.411 2.542 -2.915
C -2.681 1.376 -2.807
C -2.450 0.807 -1.505
O -1.780 -0.254 -1.308
C -2.218 0.603 -4.039
C -2.555 1.304 -5.365
C -2.948 -0.749 -4.032
C -0.703 0.352 -4.017
C -4.789 4.477 -2.052
C -3.919 5.550 -2.719
C -5.337 5.069 -0.750
C -5.979 4.151 -2.968
C -1.285 1.740 2.071
C -1.008 2.940 1.200
C -1.320 4.170 1.753
C -0.925 5.369 1.182
C -0.203 5.288 -0.009
C 0.144 4.101 -0.615
C -0.273 2.852 -0.026
O 0.008 1.733 -0.546
C 0.901 4.134 -1.943
C 1.935 3.010 -2.079
C 1.670 5.450 -2.157
C -0.148 4.002 -3.055
C -1.160 6.731 1.821
C 0.206 7.381 2.095
C -1.979 7.620 0.875
C -1.900 6.644 3.160
H -0.951 -3.172 1.990
H -0.984 -1.990 0.635
H -1.524 -3.637 0.385
H -3.330 -4.273 2.401
H -3.744 -4.150 0.667
H -4.715 -3.287 1.874
H -2.691 -2.186 3.519
H -3.928 -1.208 2.694
H -0.898 -0.833 2.783
H -2.178 0.113 3.571
H -3.824 1.252 1.588
H -3.538 -0.266 0.669
H -4.286 3.053 0.297
H -3.576 2.963 -3.896
H -3.631 1.436 -5.474
H -2.209 0.684 -6.193
H -2.068 2.275 -5.445
H -4.026 -0.597 -4.077
H -2.699 -1.281 -3.122
H -2.645 -1.354 -4.886
H -0.159 1.289 -4.130
H -0.430 -0.309 -4.842
H -0.407 -0.119 -3.079
H -3.066 5.777 -2.084
H -4.489 6.467 -2.880
H -3.547 5.206 -3.679
H -4.523 5.304 -0.069
H -6.016 4.375 -0.259
H -5.888 5.988 -0.958
H -5.634 3.762 -3.922
H -6.581 5.040 -3.158
H -6.611 3.394 -2.507
H -0.335 1.445 2.531
H -1.950 2.094 2.893
H -1.869 4.174 2.685
H 0.097 6.217 -0.468
H 2.673 3.073 -1.281
H 2.451 3.105 -3.036
H 1.460 2.034 -2.032
H 2.308 5.666 -1.303
H 1.004 6.294 -2.327
H 2.303 5.350 -3.039
H -0.729 3.098 -2.902
H 0.329 3.967 -4.035
H -0.830 4.851 -3.033
H 0.761 7.525 1.173
H 0.794 6.737 2.747
H 0.085 8.351 2.579
H -1.483 7.717 -0.086
H -2.113 8.619 1.291
H -2.960 7.181 0.707
H -1.336 6.045 3.871
H -2.888 6.208 3.038
H -2.020 7.641 3.583
C 6.843 -1.368 -2.443
O 6.878 -0.239 -1.610
C 5.688 0.166 -1.035
C 5.823 1.163 -0.044
C 4.719 1.558 0.660
C 3.446 1.017 0.428
C 2.351 1.289 1.308
C 2.424 2.546 2.159
O 1.391 0.516 1.444
C 3.258 0.097 -0.674
O 2.139 -0.292 -1.068
C 4.455 -0.329 -1.350
H 7.882 -1.598 -2.688
H 6.291 -1.173 -3.369
H 6.394 -2.226 -1.934
H 6.806 1.554 0.174
H 4.848 2.261 1.470
H 2.904 3.351 1.610
H 2.979 2.344 3.073
H 1.422 2.863 2.433
H 4.311 -1.087 -2.106
O 0.327 -2.412 -1.283
Si 0.292 -3.868 -1.794
C 1.019 -5.165 -0.574
C 2.397 -5.248 -0.411
C 2.977 -6.178 0.435
C 2.176 -7.034 1.172
C 0.800 -6.949 1.051
C 0.237 -6.029 0.183
C -1.474 -4.542 -2.172
C -2.569 -3.723 -1.916
C -3.867 -4.172 -2.089
C -4.105 -5.464 -2.527
C -3.030 -6.295 -2.795
C -1.736 -5.834 -2.617
C 1.263 -4.249 -3.408
C 1.533 -3.234 -4.319
C 2.208 -3.482 -5.503
C 2.632 -4.765 -5.808
C 2.402 -5.784 -4.900
C 1.728 -5.522 -3.719
H 3.025 -4.570 -0.971
H 4.055 -6.241 0.525
H 2.622 -7.758 1.844
H 0.164 -7.613 1.623
H -0.839 -5.991 0.075
H -2.384 -2.723 -1.555
H -4.701 -3.518 -1.870
H -5.121 -5.827 -2.654
H -3.208 -7.310 -3.136
H -0.911 -6.504 -2.824
H 1.217 -2.231 -4.073
H 2.409 -2.677 -6.200
H 3.149 -4.968 -6.741
H 2.756 -6.785 -5.121
H 1.576 -6.329 -3.014
C 5.768 -4.080 2.150
C 5.539 -2.825 1.612
C 4.357 -2.162 1.885
C 3.380 -2.723 2.700
C 3.627 -3.981 3.233
C 4.806 -4.655 2.964
Ge 1.629 -1.711 2.922
C 0.601 -3.002 4.149
C 0.359 -4.289 3.671
C -0.496 -5.154 4.326
C -1.160 -4.741 5.470
C -0.940 -3.463 5.958
C -0.073 -2.608 5.300
C 2.237 -0.294 4.268
C 1.328 0.567 4.877
C 1.745 1.582 5.719
C 3.096 1.784 5.950
C 4.019 0.959 5.328
C 3.588 -0.062 4.500
H 6.690 -4.610 1.936
H 6.280 -2.364 0.970
H 4.182 -1.183 1.462
H 2.892 -4.443 3.877
H 4.975 -5.638 3.388
H 0.844 -4.611 2.758
H -0.663 -6.148 3.933
H -1.853 -5.404 5.971
H -1.455 -3.131 6.852
H 0.080 -1.610 5.691
H 0.271 0.452 4.673
H 1.017 2.230 6.192
H 3.430 2.576 6.608
H 5.080 1.117 5.486
H 4.319 -0.692 4.011
*
```

Computed properties:
**Relative energy (zero: lowest compared OMol25 entry of this formula, charge and spin)**: 39.67 kJ/mol
**Frontier orbital gap (spin up / spin down)**: 5.80 / 4.55 eV
**HOMO level (spin up / spin down)**: -0.071 / -0.071 hartree
**⟨S²⟩**: 0.7529
**Lowest unoccupied orbital energy (spin up / spin down)**: 3.873 / 2.625 eV



(4)
C7H7N3O | the ωB97M-V functional and the def2-TZVPD basis

```
! wB97M-V def2-TZVPD RIJCOSX def2/J DEFGRID3
* xyz 0 1
N -2.666 1.657 -3.464
C -1.988 1.312 -2.586
C -1.155 0.777 -1.555
N -0.602 1.447 -0.521
C 0.098 0.577 0.113
C 0.927 0.754 1.289
C 0.921 -0.088 2.533
C 2.092 -0.051 1.675
O -0.108 -0.745 -0.375
C -0.835 -0.597 -1.458
N -1.197 -1.656 -2.231
H 1.051 1.834 1.525
H 0.885 0.417 3.491
H 0.274 -0.918 2.556
H 2.465 -1.012 1.219
H 2.934 0.492 2.004
H -2.189 -1.637 -2.457
H -0.910 -2.563 -1.758
*
```

Computed properties:
**Relative energy (zero: lowest compared OMol25 entry of this formula, charge and spin)**: 232.83 kJ/mol
**Frontier orbital gap**: 8.77 eV
**HOMO level**: -0.304 hartree
**SMILES**: N#Cc1nc(C2CC2)oc1N
**Lowest unoccupied orbital energy**: 0.500 eV